{"formula": "C10H13ClO", "method": "wB97M-V/def2-TZVPD", "total_energy_ev": -25148.1782, "multiplicity": 1, "symbols": ["C", "C", "C", "C", "C", "C", "C", "C", "C", "C", "O", "Cl", "H", "H", "H", "H", "H", "H", "H", "H", "H", "H", "H", "H", "H"], "xyz": [[-0.869973, 1.496225, -0.290246], [-1.534045, -0.581620, -1.411008], [-0.986527, 2.588114, 0.412077], [0.120404, 1.417910, -1.487791], [0.883267, 0.136359, -1.649713], [-0.086966, -1.000735, -1.293750], [-1.532365, 0.209146, -0.158131], [-0.338923, -0.899930, 0.325963], [0.549533, -0.281851, 1.337056], [-0.878300, -2.170272, 0.959274], [-2.415098, -1.113759, -1.973031], [-3.090486, 0.161825, 0.840127], [-1.660140, 2.712881, 1.170974], [-0.445445, 3.515716, 0.064774], [-0.629748, 1.364953, -2.375311], [0.916130, 2.136456, -1.509349], [1.355161, 0.188547, -2.552319], [1.825272, 0.150928, -1.080942], [0.172401, -2.066372, -1.584661], [0.130107, -0.112876, 2.290106], [0.867074, 0.656635, 0.971700], [1.460394, -0.800989, 1.468396], [-1.019083, -1.984995, 1.996298], [-0.030087, -2.776417, 0.805214], [-1.745088, -2.610214, 0.499398]], "atomic_forces_ev_per_a": [[1.761, -0.021, -1.682], [1.002, -0.657, 0.705], [1.519, 2.065, -1.723], [-2.079, -0.456, -0.690], [-0.392, -0.809, 2.641], [2.188, -1.134, 1.592], [-0.638, -1.188, 2.635], [-2.914, 0.947, -1.118], [1.223, 0.645, -1.486], [-0.008, 0.917, -1.307], [-1.781, -0.686, -1.421], [1.248, 0.249, -0.850], [-1.669, 0.160, 1.862], [-0.411, -1.208, 0.622], [1.499, 0.990, 0.898], [-0.519, 1.381, -0.163], [0.320, -0.565, -3.287], [-0.555, -0.350, 0.927], [-0.356, 1.395, -0.066], [-0.963, -0.027, 0.953], [0.453, 1.246, -0.116], [0.994, -1.095, 0.227], [-0.367, -0.122, 0.825], [0.828, -1.562, 0.254], [-0.382, -0.115, -0.231]]}

=====

{"formula": "C10H13ClO2STc", "method": "wB97M-V/def2-TZVPD", "s_squared": 3.77, "total_energy_ev": -40211.2120, "multiplicity": 4, "charge": 2, "symbols": ["Cl", "C", "C", "C", "H", "C", "C", "H", "H", "H", "C", "Tc", "C", "C", "O", "O", "H", "H", "H", "C", "S", "C", "H", "H", "H", "H", "H", "H"], "xyz": [[1.978495, -1.748820, -0.463210], [0.066052, 1.216582, -2.402063], [-1.198849, 1.240687, -1.745579], [-1.516481, -0.067673, -1.284896], [-1.886176, 2.067233, -1.720982], [-0.489980, -0.961039, -1.761091], [0.494852, -0.171377, -2.507105], [1.312951, -0.570841, -3.114674], [0.621058, 2.006272, -2.892374], [-2.457936, -0.464285, -0.925672], [-0.456598, -2.439463, -1.544816], [0.728764, 0.421855, -0.519209], [0.761859, 2.336597, -0.063147], [2.618315, 0.750886, -0.648140], [0.770083, 3.466681, 0.228810], [3.770734, 0.872886, -0.684934], [-0.951811, -2.831148, -0.640873], [0.622465, -2.695333, -1.495099], [-0.767004, -3.022776, -2.410953], [-1.727297, -0.228901, 2.839691], [-0.173508, -0.732634, 2.029779], [0.801743, 0.333388, 3.036318], [-2.540838, -0.176364, 2.120610], [-1.556766, 0.771923, 3.244779], [-1.951567, -0.940059, 3.644214], [0.555639, 1.393684, 2.827125], [0.765590, 0.150080, 4.117046], [1.806213, 0.021955, 2.736448]], "atomic_forces_ev_per_a": [[0.788, -1.482, 0.737], [0.999, -1.244, -1.056], [-1.040, -1.146, 0.243], [0.704, 0.457, -1.487], [0.125, 0.426, 0.459], [0.301, 0.208, -0.998], [-1.661, -0.574, -0.763], [-0.266, 0.266, 0.369], [-0.437, 0.203, 0.016], [0.104, 0.480, 0.579], [0.074, -0.300, 0.012], [-1.007, 1.536, 2.517], [-0.814, 4.815, 2.667], [5.864, 0.659, -0.513], [0.108, -4.544, -1.580], [-4.042, -0.211, 0.081], [0.156, 0.448, -0.374], [-0.008, -0.572, 0.085], [-0.282, 0.116, -0.163], [-0.363, 0.160, -0.395], [-0.995, 0.228, -0.246], [1.562, 0.434, -0.020], [-0.088, -0.207, 0.088], [-0.171, -0.233, -0.027], [0.107, 0.142, -0.288], [0.407, -0.607, 0.156], [-0.466, -0.233, -0.291], [0.341, 0.774, 0.191]]}

=====

{"formula": "C10H13FeN2O5S", "method": "wB97M-V/def2-TZVPD", "s_squared": 6.11, "total_energy_ev": -69008.7988, "multiplicity": 5, "charge": 1, "symbols": ["O", "C", "Fe", "O", "C", "C", "O", "C", "O", "C", "O", "H", "C", "N", "C", "C", "S", "N", "C", "C", "H", "H", "H", "H", "H", "H", "H", "H", "H", "H", "H", "H"], "xyz": [[-2.664019, 0.377770, -3.017209], [-1.837274, -0.285027, -2.574063], [-0.488702, -1.350982, -1.888015], [-1.917510, -1.618439, 0.737556], [-1.368601, -1.516616, -0.268695], [0.927068, -2.414051, -1.302803], [1.796563, -3.066454, -0.944614], [0.543442, -1.175855, -3.740717], [1.558073, -1.755814, -4.028975], [-1.231000, -2.830939, -2.720165], [-1.718252, -3.738703, -3.229801], [0.080489, -0.482768, -4.482910], [2.720609, -0.101283, 0.808597], [1.502871, 0.445191, 1.403495], [1.542194, 0.694143, 2.837746], [0.366892, 0.783152, 0.542500], [0.595709, 0.660637, -1.102369], [-0.870214, 1.408686, 1.022459], [-1.262118, 1.478633, 2.424940], [-1.804086, 1.989567, 0.062707], [3.525234, -0.285850, 1.550468], [3.131391, 0.606518, 0.058048], [2.504931, -1.068550, 0.330970], [1.475930, 1.782404, 3.032603], [0.765492, 0.109586, 3.363140], [2.502076, 0.382115, 3.299063], [-0.594504, 2.140763, 2.998773], [-2.269321, 1.925813, 2.562608], [-1.329080, 0.458228, 2.852272], [-1.294198, 2.771285, -0.538683], [-2.208046, 1.205604, -0.591073], [-2.682037, 2.471236, 0.542147]], "atomic_forces_ev_per_a": [[1.643, -1.435, 1.003], [-4.175, 3.766, -2.694], [0.406, 1.189, 1.061], [1.098, 0.265, -1.957], [-2.182, -0.706, 4.240], [4.529, -3.105, 1.913], [-1.749, 1.110, -0.628], [3.606, -0.606, -2.291], [-2.147, 1.076, 0.517], [-2.589, -4.767, -2.471], [1.175, 2.114, 1.156], [-0.169, 0.079, -0.281], [0.482, -0.130, -0.842], [-2.988, 0.579, -1.505], [-0.007, 0.325, 1.007], [0.217, 1.562, 4.013], [0.366, 0.550, -0.835], [2.919, -1.466, -0.520], [-0.309, -0.086, 1.005], [-0.073, 0.321, -0.797], [-0.903, 0.298, -0.165], [-0.233, -0.512, 0.311], [0.242, 0.455, 0.044], [-0.194, -0.649, 0.087], [0.345, 0.591, -0.168], [-0.504, 0.038, -0.762], [-0.243, -0.543, -0.113], [0.615, -0.359, -0.602], [0.197, 0.666, -0.029], [-0.347, -0.563, 0.140], [0.120, 0.390, 0.039], [0.852, -0.451, 0.124]]}

=====

{"formula": "C10H13I2NO2", "method": "wB97M-V/def2-TZVPD", "total_energy_ev": -32362.6864, "multiplicity": 1, "symbols": ["C", "C", "C", "O", "C", "C", "C", "C", "I", "C", "C", "I", "N", "C", "O", "H", "H", "H", "H", "H", "H", "H", "H", "H", "H", "H", "H", "H"], "xyz": [[0.361278, 3.025730, 0.556118], [-0.343354, 2.163221, 1.434791], [-1.114739, 0.836732, 1.013244], [-2.481123, 1.105652, 1.426764], [-1.021965, 0.375164, -0.506110], [-0.408323, -1.123861, -0.680697], [-1.555434, -1.816662, -1.606769], [0.945029, -1.284255, -1.528038], [1.025055, -2.259199, -3.504216], [2.209928, -0.806938, -1.045345], [2.387213, -0.084796, 0.365959], [4.038683, -1.018756, -2.255417], [-0.439347, -1.590004, 0.731413], [-0.760944, -0.552456, 1.731194], [-0.710978, -0.836445, 2.960135], [1.286010, 3.543591, 0.992036], [0.057524, 3.152488, -0.542676], [-0.367401, 2.470289, 2.537340], [-2.438402, 1.165207, 2.413943], [-0.621811, 1.099671, -1.286394], [-2.125978, 0.289957, -0.802904], [-1.353732, -2.929327, -1.788129], [-2.589669, -1.770366, -1.103915], [-1.645666, -1.218582, -2.570902], [1.971473, 0.969727, 0.261800], [3.511703, 0.033891, 0.575380], [1.904148, -0.676376, 1.206757], [0.280823, -2.263297, 1.014640]], "atomic_forces_ev_per_a": [[-1.175, -1.813, 1.578], [1.943, 0.758, -1.536], [-0.152, 0.503, -0.029], [0.363, -0.453, 0.348], [-1.347, 0.613, -0.856], [-2.051, 0.537, -1.210], [-0.478, -0.494, 0.847], [3.491, 1.412, 1.784], [-0.577, 0.570, 1.316], [-2.809, -0.916, -0.369], [0.926, 0.001, -1.043], [-1.088, 0.370, 1.214], [0.274, 2.006, 0.395], [2.107, -2.292, 1.822], [-0.500, 1.627, -4.275], [-2.069, 0.125, -0.711], [1.141, -0.758, 1.629], [0.556, -1.142, -1.461], [-0.163, -0.135, -1.089], [-0.067, -0.788, 1.416], [1.510, 0.074, 0.466], [-0.114, 1.685, 0.011], [1.687, 0.071, -0.431], [0.282, -1.002, 1.134], [0.303, -1.443, 0.376], [-1.774, -0.309, -0.240], [0.569, 0.937, -1.135], [-0.788, 0.255, 0.050]]}